No. 1
Molecular formula: C18H54O9
Method: DFT, ωB97M-V/def2-TZVPD

Each line ends with the Mulliken charge.
CARTESIAN COORDINATES (ANGSTROEM)
C -1.782 -3.380 -4.852  -1.3460
C -1.022 -3.207 -3.577  0.0819
O -1.635 -2.178 -2.879  -0.5217
H -2.829 -3.498 -4.572  0.3212
H -1.456 -4.260 -5.408  0.3660
H -1.726 -2.496 -5.487  0.3019
H -0.020 -2.841 -3.798  0.1873
H -0.952 -4.091 -2.944  0.2211
H -0.978 -1.951 -2.217  0.4178
C 3.588 1.897 2.178  -1.2253
C 2.174 1.505 1.927  0.5816
O 1.292 2.475 2.550  -0.0679
H 3.913 1.617 3.179  0.3750
H 3.852 2.945 2.036  0.3549
H 4.269 1.429 1.466  0.3793
H 1.951 0.496 2.276  0.3186
H 2.031 1.438 0.848  -0.1143
H 1.391 3.208 1.939  0.3745
C -0.546 0.050 -0.055  -0.4154
C 0.742 -0.680 -0.391  -0.2133
O 0.367 -1.940 -0.911  -0.4436
H -0.369 1.055 0.328  -0.1182
H -1.179 -0.422 0.697  -0.1152
H -1.164 0.219 -0.936  0.4296
H 1.379 -0.854 0.475  0.2120
H 1.231 -0.187 -1.231  0.4608
H 1.185 -2.379 -1.155  0.1645
C -3.685 2.859 -1.896  -0.9042
C -4.578 3.174 -0.697  -0.2853
O -3.924 2.601 0.423  -0.4136
H -4.245 2.928 -2.829  0.3635
H -3.313 1.834 -1.880  0.1586
H -2.762 3.432 -1.993  0.2139
H -5.585 2.782 -0.840  0.3621
H -4.655 4.248 -0.528  0.2930
H -4.465 2.826 1.182  0.2348
C -3.896 -1.723 1.816  -0.7122
C -3.910 -0.351 2.539  0.2201
O -3.191 -0.496 3.694  -0.5499
H -4.572 -1.696 0.961  0.3333
H -4.125 -2.532 2.510  0.3278
H -2.893 -1.951 1.454  -0.0256
H -4.875 0.116 2.736  0.3325
H -3.413 0.447 1.988  -0.1755
H -2.364 -0.009 3.683  0.3042
C -0.660 4.575 1.047  -1.2862
C 0.604 4.977 0.280  0.2159
O 1.781 4.685 0.937  -0.6620
H -1.613 4.710 0.536  0.2983
H -0.828 5.125 1.973  0.3816
H -0.684 3.552 1.422  0.2004
H 0.570 6.022 -0.029  0.5122
H 0.623 4.383 -0.634  -0.0257
H 2.418 5.242 0.483  0.3203
C 0.129 -2.670 2.775  -0.2610
C 0.525 -4.046 3.287  -0.4633
O 1.062 -3.834 4.598  -0.5474
H -0.474 -2.767 1.872  0.0843
H 1.048 -2.169 2.472  0.0321
H -0.406 -2.112 3.543  0.3088
H 1.179 -4.526 2.559  0.1228
H -0.373 -4.661 3.230  0.3895
H 1.957 -3.491 4.554  0.3110
C 2.257 2.912 -2.727  -0.8297
C 3.744 2.734 -2.314  -0.3689
O 4.029 3.104 -1.004  -0.4485
H 1.535 2.592 -1.976  -0.0472
H 2.070 2.387 -3.665  0.3937
H 2.044 3.953 -2.968  0.4119
H 4.358 3.363 -2.959  0.3509
H 4.129 1.744 -2.558  0.3300
H 4.057 4.064 -0.973  0.2582
C 1.973 -5.339 -0.089  -0.9870
C 2.872 -4.243 -0.603  -0.1921
O 2.323 -3.662 -1.796  -0.6095
H 2.320 -5.889 0.786  0.3751
H 1.778 -6.061 -0.882  0.3721
H 0.967 -4.961 0.095  0.1752
H 3.933 -4.486 -0.672  0.4223
H 2.904 -3.399 0.087  0.1018
H 2.591 -4.266 -2.493  0.3149

Results
- E_HOMO (spin up / spin down): -11.3 / -11.3 eV
- ΔE to the lowest compared entry with this formula, charge and spin: 216.0 kJ/mol
- E: -37956.0613 eV
- E_LUMO (spin up / spin down): -0.0967 / -0.3414 Ha
- Charge: +1
- Multiplicity: 2
- Orbital gap (spin up / spin down): 0.3193 / 0.0746 hartree
- Largest force on an atom: 3.181 eV Å⁻¹

No. 2
Molecular formula: C74H150F21N5O17
Method: DFT, ωB97M-V/def2-TZVPD

Each line ends with the Mulliken charge.
CARTESIAN COORDINATES (ANGSTROEM)
C -4.122 -6.403 -14.209  -1.5787
C -4.491 -7.943 -14.129  0.0521
C -5.979 -8.186 -14.390  -0.2292
C -6.876 -7.300 -13.533  -1.0475
N -8.405 -7.698 -13.504  0.5682
C -9.157 -6.932 -12.421  -0.5019
C -9.649 -5.682 -13.139  -0.6591
C -9.923 -6.053 -14.596  -0.7176
C -9.143 -7.420 -14.861  -0.4324
C -8.651 -9.237 -13.211  -1.5376
C -7.817 -9.775 -12.046  0.3304
C -8.277 -11.153 -11.505  -0.7283
H -3.044 -6.368 -14.057  0.4992
H -4.673 -5.807 -13.481  0.3122
H -4.346 -5.936 -15.168  0.3479
H -4.209 -8.158 -13.098  -0.2641
H -3.898 -8.542 -14.820  0.5892
H -6.208 -9.245 -14.273  0.0633
H -6.172 -7.949 -15.437  0.4301
H -6.715 -6.263 -13.828  0.5638
H -6.445 -7.364 -12.534  0.3445
H -10.030 -7.503 -12.108  0.4100
H -8.438 -6.728 -11.626  0.3252
H -10.462 -5.238 -12.563  0.4845
H -8.838 -4.960 -13.229  0.2654
H -10.988 -6.178 -14.790  0.2897
H -9.685 -5.325 -15.372  0.3968
H -9.688 -8.291 -15.226  0.4015
H -8.304 -7.345 -15.552  0.2806
H -8.362 -9.674 -14.167  0.6916
H -9.737 -9.329 -13.208  0.6229
H -7.730 -8.967 -11.319  0.3007
H -6.752 -9.813 -12.278  -0.2141
H -8.115 -11.432 -10.464  -0.0720
H -7.969 -11.983 -12.142  -0.1415
H -9.366 -11.187 -11.512  0.4978
C -4.978 -21.235 -12.600  -0.5614
C -4.138 -22.143 -11.727  -0.9438
C -4.720 -22.652 -10.405  0.4213
C -6.200 -23.178 -10.436  -1.8001
N -6.712 -23.966 -9.268  0.7872
C -5.726 -25.154 -8.940  -0.7203
C -6.461 -26.442 -8.623  -0.8086
C -7.856 -26.311 -9.235  -0.5212
C -7.969 -24.873 -9.612  -0.8688
C -6.891 -23.214 -7.885  -0.9082
C -7.826 -22.041 -7.985  0.6761
C -7.838 -21.234 -6.662  -1.5669
H -4.929 -20.226 -12.190  -0.1872
H -5.971 -21.661 -12.738  0.1310
H -4.475 -21.006 -13.540  0.5952
H -3.203 -21.620 -11.529  0.2888
H -3.832 -22.977 -12.359  0.4962
H -4.743 -21.843 -9.675  -0.0203
H -4.082 -23.432 -9.989  0.3978
H -6.177 -23.867 -11.281  0.4940
H -6.971 -22.451 -10.687  0.6004
H -5.034 -24.736 -8.208  0.4799
H -5.084 -25.350 -9.799  0.3977
H -6.440 -26.751 -7.577  0.3319
H -6.023 -27.318 -9.102  0.3498
H -8.658 -26.593 -8.553  0.3111
H -7.955 -26.842 -10.182  0.2957
H -8.847 -24.334 -9.255  0.5326
H -8.167 -24.764 -10.678  0.4098
H -5.904 -22.884 -7.563  0.4328
H -7.358 -23.938 -7.217  0.4613
H -8.865 -22.345 -8.117  0.3130
H -7.632 -21.417 -8.857  -0.4742
H -8.686 -20.549 -6.661  0.3777
H -6.916 -20.655 -6.634  0.3352
H -7.821 -21.901 -5.801  0.4359
C 2.568 -16.828 -12.559  -1.1656
C 2.840 -15.490 -13.423  -0.4031
N 1.607 -14.941 -14.223  0.4190
C 0.794 -14.176 -13.108  -1.0501
C 2.090 -13.952 -15.322  -0.3602
C 2.803 -14.756 -16.477  -1.2222
C 0.675 -16.054 -14.756  -0.5047
C -0.528 -15.568 -15.614  -0.5069
O -0.207 -14.940 -16.870  -0.4353
C -1.238 -14.166 -17.474  -0.4787
H 3.509 -17.250 -12.205  0.4330
H 2.140 -17.717 -13.023  0.2092
H 1.914 -16.550 -11.733  0.2763
H 3.707 -15.592 -14.075  0.6001
H 3.096 -14.716 -12.698  0.2919
H -0.102 -13.750 -13.559  0.1868
H 1.468 -13.368 -12.822  0.6730
H 0.530 -14.829 -12.276  0.1085
H 2.787 -13.303 -14.791  0.5565
H 1.243 -13.309 -15.561  0.3610
H 3.342 -14.071 -17.132  0.4444
H 2.039 -15.199 -17.116  0.2317
H 3.475 -15.521 -16.088  0.3264
H 0.367 -16.421 -13.777  0.1110
H 1.421 -16.615 -15.319  0.5789
H -1.219 -14.991 -15.000  -0.0551
H -1.094 -16.438 -15.947  0.6993
H -2.095 -14.839 -17.521  0.3117
H -0.938 -13.806 -18.458  0.1765
H -1.371 -13.390 -16.721  0.1658
C -5.134 -17.190 -9.904  -0.9994
C -5.868 -15.871 -10.276  0.7577
N -5.897 -15.688 -11.883  0.5851
C -7.009 -16.677 -12.336  -0.1792
C -6.336 -14.225 -12.142  0.6593
C -6.355 -13.905 -13.682  -1.0629
C -4.703 -16.100 -12.751  -0.8312
C -3.442 -15.212 -12.362  0.1025
O -3.280 -15.169 -10.986  1.4957
C -2.079 -14.597 -10.504  -0.6031
H -4.068 -17.124 -10.122  -0.3247
H -5.524 -18.043 -10.459  -0.0174
H -5.229 -17.292 -8.823  0.6537
H -5.407 -14.969 -9.874  -0.5279
H -6.920 -15.712 -10.037  0.7140
H -7.903 -16.537 -11.729  -0.3142
H -6.741 -17.657 -11.941  -0.1882
H -7.191 -16.714 -13.410  0.6865
H -5.616 -13.653 -11.557  -0.0819
H -7.261 -14.153 -11.569  0.0461
H -6.577 -12.853 -13.862  0.3189
H -7.064 -14.398 -14.348  0.1695
H -5.420 -14.181 -14.169  -0.0501
H -4.842 -16.087 -13.832  0.1307
H -4.504 -17.123 -12.434  0.2461
H -3.454 -14.189 -12.736  -0.2510
H -2.584 -15.652 -12.871  -0.1999
H -1.935 -14.887 -9.463  -0.2832
H -2.274 -13.525 -10.484  0.0757
H -1.179 -14.733 -11.104  -0.4547
C -4.895 -11.723 -8.916  0.6347
C -5.003 -10.381 -8.214  -0.7223
N -5.957 -10.347 -6.950  0.6411
C -5.450 -11.223 -5.758  -1.1242
C -6.044 -8.899 -6.333  -0.4062
C -4.712 -8.175 -6.133  -1.3441
C -7.372 -10.836 -7.295  0.3750
C -8.466 -10.589 -6.238  -0.7163
O -8.809 -9.182 -6.250  -0.3664
C -9.601 -8.753 -7.372  -0.4583
H -5.860 -12.021 -9.326  -0.4252
H -4.557 -12.572 -8.323  0.0731
H -4.146 -11.613 -9.701  -0.0761
H -5.340 -9.577 -8.868  0.2607
H -3.977 -10.175 -7.909  0.4079
H -4.422 -10.971 -5.496  0.2772
H -5.446 -12.253 -6.114  0.5013
H -6.108 -11.055 -4.906  0.5204
H -6.577 -8.966 -5.385  0.5131
H -6.682 -8.384 -7.052  0.3577
H -3.941 -8.844 -5.749  0.2890
H -4.892 -7.330 -5.469  0.4133
H -4.285 -7.835 -7.077  0.2928
H -7.184 -11.889 -7.504  -0.0168
H -7.602 -10.322 -8.229  -0.0569
H -8.046 -10.763 -5.247  0.3281
H -9.316 -11.266 -6.326  0.2688
H -9.466 -7.693 -7.586  0.2978
H -10.650 -8.956 -7.158  0.3649
H -9.502 -9.328 -8.292  -0.0135
C -9.597 -14.105 -9.308  -0.3934
O -9.689 -14.162 -10.662  0.2378
O -8.193 -13.947 -8.957  -0.5644
C -10.586 -12.966 -8.721  0.6646
F -10.928 -13.230 -7.388  -0.3751
F -10.049 -11.765 -8.853  -0.1206
F -11.798 -12.969 -9.254  -0.3485
C -10.717 -15.010 -11.283  0.3546
C -10.910 -14.752 -12.766  -1.4141
H -11.871 -15.209 -12.999  0.4362
H -10.926 -13.668 -12.878  0.2520
H -10.153 -15.144 -13.445  0.1905
H -11.672 -14.888 -10.771  0.5762
H -10.360 -16.037 -11.353  -0.3612
H -10.011 -15.014 -8.872  0.2526
C -2.954 -15.439 -5.483  -0.6282
O -2.796 -14.040 -5.771  -0.1213
O -3.832 -15.521 -4.346  -0.9593
C -3.223 -16.189 -6.893  0.7903
F -2.061 -16.374 -7.505  -0.2489
F -3.757 -17.333 -6.711  -0.2756
F -3.946 -15.488 -7.797  0.0538
C -1.657 -13.638 -6.438  0.5378
C -1.686 -12.094 -6.463  -0.5157
H -1.507 -11.452 -5.601  0.5127
H -1.059 -11.754 -7.287  -0.0630
H -2.661 -11.877 -6.900  -0.4015
H -1.788 -13.882 -7.492  -0.4114
H -0.717 -14.043 -6.064  0.4593
H -1.929 -15.629 -5.164  0.3062
C -5.346 -15.656 -18.483  -0.4323
O -4.469 -14.923 -19.308  -0.2255
O -5.512 -16.861 -19.187  -0.9271
C -4.911 -15.649 -16.947  0.8459
F -5.758 -16.349 -16.163  -0.2167
F -3.802 -16.362 -16.725  -0.2450
F -4.750 -14.432 -16.451  -0.1386
C -4.454 -13.516 -19.264  -0.0248
C -3.612 -13.150 -20.513  -1.3082
H -4.079 -13.459 -21.448  0.3256
H -3.475 -12.081 -20.677  0.4142
H -2.620 -13.579 -20.368  0.2298
H -4.061 -13.090 -18.341  0.1410
H -5.461 -13.106 -19.350  0.3969
H -6.259 -15.062 -18.519  0.2158
C -9.366 -20.442 -11.197  -0.5302
O -8.420 -20.307 -12.122  0.2216
O -9.428 -21.789 -10.816  -0.8724
C -9.190 -19.285 -10.083  0.5857
F -9.834 -19.564 -8.977  -0.3171
F -7.899 -19.122 -9.764  -0.1095
F -9.615 -18.040 -10.479  -0.3362
C -8.854 -19.981 -13.449  -0.4615
C -7.692 -19.872 -14.432  -1.0088
H -7.105 -20.790 -14.388  0.2617
H -8.052 -19.762 -15.456  0.4431
H -7.010 -19.062 -14.176  0.0189
H -9.353 -19.014 -13.515  0.2976
H -9.684 -20.544 -13.874  0.4775
H -10.316 -20.164 -11.654  0.3970
C -1.248 -18.613 -11.503  1.2494
O -1.110 -19.446 -10.319  -0.5130
O -0.581 -17.382 -11.177  -0.7763
C -0.765 -19.420 -12.751  0.5381
F -1.333 -20.523 -12.919  -0.2647
F -0.919 -18.782 -13.934  -0.2335
F 0.520 -19.828 -12.659  -0.3604
C -2.196 -19.651 -9.490  1.7217
C -1.870 -20.680 -8.428  -1.8928
H -2.799 -20.896 -7.901  0.3175
H -1.468 -21.620 -8.807  0.3726
H -1.107 -20.282 -7.759  0.4452
H -3.067 -20.071 -9.994  -0.5482
H -2.497 -18.699 -9.054  -0.1412
H -2.312 -18.468 -11.691  -0.8762
C -1.304 -10.088 -13.234  -0.1943
O -1.017 -9.737 -11.841  -0.0059
O -0.012 -10.444 -13.749  -0.9144
C -2.424 -11.191 -13.257  0.9018
F -2.615 -11.764 -12.018  -0.0887
F -3.637 -10.784 -13.574  -0.1336
F -2.095 -12.218 -14.025  -0.1471
C -1.987 -8.798 -11.248  0.2418
C -1.877 -8.979 -9.749  -0.2576
H -0.874 -8.687 -9.440  0.0993
H -2.474 -8.320 -9.119  0.3847
H -2.134 -9.976 -9.393  -0.3002
H -3.002 -9.061 -11.549  -0.5556
H -1.821 -7.743 -11.465  0.3491
H -1.621 -9.183 -13.751  -0.1923
C 2.216 -9.046 -9.060  -0.3941
O 1.511 -10.002 -9.892  0.0005
O 2.534 -8.036 -9.995  -0.9649
C 1.702 -8.778 -7.599  0.8667
F 2.537 -9.344 -6.730  -0.2965
F 1.592 -7.430 -7.237  -0.3304
F 0.489 -9.304 -7.403  -0.1066
C 1.322 -11.353 -9.402  -0.8608
C 0.306 -11.979 -10.258  0.5874
H 0.212 -13.040 -10.027  0.4421
H -0.654 -11.476 -10.139  -0.7542
H 0.653 -11.867 -11.285  -0.0756
H 1.121 -11.492 -8.340  0.3525
H 2.258 -11.893 -9.549  0.3774
H 3.204 -9.499 -8.982  0.1322

Results
- E_HOMO: -1.4 eV
- E: -178474.6276 eV
- E_LUMO: 0.0511 Ha
- Charge: -2
- Orbital gap: 0.1020 hartree
- Largest force on an atom: 6.105 eV Å⁻¹